1.
Density functional theory data (the ωB97M-V functional and the def2-TZVPD basis) for an isolated molecule of C6H8N2O3 at a distorted geometry.

```
19
Properties=species:S:1:pos:R:3:forces:R:3
C 0.873 -2.296 -1.689 1.51 -0.44 0.57
H 0.266 -2.293 -2.547 -0.69 -0.28 -0.70
H -2.128 3.078 -0.514 0.79 -1.18 0.46
H 0.834 -1.012 1.468 -0.65 0.25 -0.29
O 0.447 -0.091 -1.419 -1.03 1.10 -1.56
H -1.047 -1.733 2.911 0.55 1.46 -0.83
C -0.106 -0.454 1.488 -1.04 -0.16 3.07
C -0.255 0.662 0.806 -0.46 1.02 -2.70
H 1.544 -3.067 -1.257 -0.95 0.29 -0.94
O -1.404 1.494 0.736 -1.14 -0.56 1.47
C 0.512 0.986 -0.417 0.60 -0.49 0.21
N 1.146 -1.172 -1.120 0.21 -1.60 1.63
N -0.964 -0.752 2.556 -0.15 -1.95 0.67
C -0.222 2.105 -1.042 0.32 -0.67 0.78
H -1.866 -0.313 2.625 0.04 0.36 -0.40
C -1.333 2.302 -0.357 -0.06 0.80 0.00
H 0.230 2.545 -1.864 0.07 1.14 -1.45
H 1.550 1.115 -0.209 0.76 0.42 -0.14
O 1.923 -1.103 -0.155 1.34 0.50 0.17
```
Forces are in eV/Å.

Results
E_HOMO: -7.91 eV
E_LUMO: 0.9 eV
Frontier orbital gap: 8.842 eV

2.
Density functional theory data (the ωB97M-V functional and the def2-TZVPD basis) for a cluster of 2 separate species, C6H8N2O3 in total at a distorted geometry.

```
19
Properties=species:S:1:pos:R:3:forces:R:3
H -2.542 -0.669 -1.715 -4.22 0.02 -3.00
N -0.182 -1.000 0.351 1.10 -0.67 0.92
O 3.030 1.916 2.707 2.69 0.23 0.11
C 0.581 -1.366 1.556 0.21 -0.92 -0.89
O 0.726 1.881 2.694 0.92 0.33 0.15
C 1.897 1.933 2.703 -3.62 -0.52 -0.35
C -1.350 -1.463 -0.223 -1.17 -3.40 3.66
C -1.723 -0.680 -1.193 3.52 0.30 1.53
C 0.269 -0.029 -0.439 4.72 3.28 -0.07
H -0.472 0.661 -3.435 -0.38 -0.09 1.07
H 0.470 1.612 -2.279 -1.78 -0.27 0.01
H 0.728 -0.560 2.220 -0.76 1.38 0.66
C -0.563 1.128 -2.415 1.06 1.88 -1.33
N -0.704 0.217 -1.324 -0.46 1.29 -1.97
H 1.649 -1.554 1.341 -0.67 -0.77 -0.50
H -1.861 -2.336 0.226 0.31 0.85 -0.39
O 1.417 0.577 -0.398 -3.19 -1.76 0.29
H 0.057 -2.156 2.093 0.30 -0.16 -0.22
H -1.426 1.887 -2.472 1.44 -1.01 0.30
```
Forces are in eV/Å.

Results
E_HOMO: -8.11 eV
E_LUMO: 0.7 eV
Frontier orbital gap: 8.831 eV

3.
Density functional theory data (the ωB97M-V functional and the def2-TZVPD basis) for a cluster of 2 separate species, C6H8N2O5 in total.

```
21
Properties=species:S:1:pos:R:3:forces:R:3
H -0.729 2.194 -1.328 0.01 -0.04 0.01
H -1.712 1.917 0.129 0.02 -0.05 -0.04
C 0.892 -0.016 -0.016 -0.11 0.09 0.20
C 3.119 -1.213 1.113 -0.10 -0.30 -0.29
C 1.399 -1.411 -0.429 -0.55 -0.27 -0.28
O -0.166 -0.164 0.816 0.25 -0.03 0.15
H -1.062 -1.766 1.814 -0.09 0.15 -0.24
O -3.179 1.708 -1.981 0.00 -0.02 0.00
H -1.227 3.586 -0.318 -0.01 0.00 -0.01
O -3.228 3.832 -1.628 0.00 0.02 0.01
O 2.769 -1.654 -0.055 0.17 0.25 0.18
C 0.377 -2.340 0.221 0.01 0.31 -0.11
H 0.637 -1.453 2.197 -0.10 -0.11 0.01
N 3.445 -0.863 2.159 0.04 0.11 0.17
C -0.100 -1.493 1.391 0.20 -0.06 0.19
N -2.739 2.731 -1.497 -0.01 -0.05 0.00
H 1.379 -1.495 -1.513 0.24 0.08 0.04
O 1.317 1.042 -0.360 -0.02 -0.08 -0.16
H 0.752 -3.331 0.464 0.05 0.06 0.04
H -0.445 -2.413 -0.494 0.00 -0.25 0.09
C -1.499 2.603 -0.684 0.00 0.16 0.04
```
Forces are in eV/Å.

Results
E_HOMO: -11.05 eV
E_LUMO: 0.1 eV
Frontier orbital gap: 11.177 eV

4.
Density functional theory data (the ωB97M-V functional and the def2-TZVPD basis) for a cluster of 2 separate species, C6H8N2O8S in total at a distorted geometry.

```
25
Properties=species:S:1:pos:R:3:forces:R:3
C -1.694 0.334 0.066 1.09 1.37 -5.30
C 2.913 0.193 -2.308 -0.45 -0.47 0.03
H 1.315 0.160 -0.821 0.22 0.03 0.13
H -3.127 -1.203 1.925 -0.41 1.26 -0.90
O -0.538 -2.606 0.786 1.41 6.49 2.56
C -5.146 -0.873 1.034 -3.01 2.02 0.17
H -5.369 -1.957 0.678 0.93 1.53 0.51
O 5.452 -0.535 -0.296 -0.45 1.02 -0.05
S 4.694 0.637 -0.618 -0.08 0.10 0.02
H -3.699 0.599 1.923 0.17 -1.29 -1.08
O -1.131 0.557 -1.056 -2.44 -1.37 5.13
O -6.159 -0.128 1.183 4.43 -2.65 -0.37
O 5.153 1.964 -0.328 -0.07 -1.13 -0.23
C -0.362 -1.464 1.259 -1.00 -2.55 0.40
O 3.202 0.468 -0.001 0.85 -0.36 -0.37
O 4.284 0.574 -2.187 0.12 0.34 0.82
H -1.540 1.265 1.955 0.50 -0.74 -0.16
H 2.472 0.632 -3.204 0.26 0.07 0.09
N -0.969 0.716 1.296 -2.03 0.83 -1.60
N -0.291 -0.339 1.913 -0.08 -5.11 -2.34
H 2.044 1.764 -1.088 -0.08 -0.09 -0.05
C 2.243 0.690 -1.036 -0.28 0.45 -0.39
C -3.618 -0.366 1.313 -2.07 -1.01 0.67
O -3.013 -0.214 -0.002 2.56 1.19 2.29
H 2.867 -0.898 -2.378 -0.05 0.06 0.00
```
Forces are in eV/Å.

Results
E_HOMO: -10.37 eV
E_LUMO: -0.7 eV
Frontier orbital gap: 9.619 eV

5.
Density functional theory data (the ωB97M-V functional and the def2-TZVPD basis) for an isolated molecule of C6H8N2OS at a distorted geometry.

```
18
Properties=species:S:1:pos:R:3:forces:R:3
C -2.030 -0.214 1.097 -0.75 1.14 -0.06
H -0.139 2.450 0.134 1.31 -0.74 -0.72
H -3.069 0.107 -2.166 -1.34 0.27 -3.07
H 3.038 0.123 -1.000 -1.29 0.53 -0.38
H 1.148 -1.444 -1.189 -0.03 0.69 1.49
C -2.515 0.101 -1.328 1.96 -0.96 5.80
N 0.675 1.897 0.513 0.87 -0.69 0.32
C -0.974 -0.390 0.244 -0.48 -0.54 -1.54
H 2.093 -1.940 0.257 -1.09 1.54 -0.20
O 1.391 1.324 -0.533 -2.55 2.68 -1.39
H 0.285 -0.939 1.824 0.13 0.03 -1.74
C 0.221 -0.860 0.686 0.45 -0.78 2.84
N -1.286 -0.238 -1.114 -0.73 0.16 -0.92
C 1.388 -1.101 -0.119 2.64 -0.62 -2.09
H 2.867 0.509 0.607 -1.03 -0.37 0.14
S -3.430 0.205 0.270 -0.36 0.34 -1.64
C 2.206 0.272 -0.267 2.43 -2.37 2.04
H -1.870 0.135 2.081 -0.14 -0.32 1.12
```
Forces are in eV/Å.

Results
E_HOMO (alpha / beta): -6.95 / -9.61 eV
E_LUMO (alpha / beta): 0.8 / -0.5 eV
2S+1: 3
Frontier orbital gap (alpha / beta): 7.703 / 9.125 eV

6.
Density functional theory data (the ωB97M-V functional and the def2-TZVPD basis) for a structure of composition C6H8N2S2 at a distorted geometry.

```
18
Properties=species:S:1:pos:R:3:forces:R:3
C -2.980 0.216 1.178 -1.20 0.66 -2.76
H -3.162 -0.746 1.582 -0.47 -0.93 0.26
H 3.475 -2.445 0.221 -0.65 1.77 -0.46
C 3.045 -1.409 0.009 -2.10 -3.41 -0.10
N 3.749 -0.305 0.069 3.24 2.23 0.30
S 0.218 2.447 -1.040 0.53 -0.78 0.81
C -2.686 0.161 -0.345 -0.05 -0.91 -0.28
H -2.677 1.122 -0.919 -0.05 -0.55 0.77
H -2.163 0.605 1.654 2.20 1.05 1.28
H 3.405 1.693 -0.213 -0.03 2.02 -0.14
C 1.735 -1.116 -0.312 3.05 -1.50 0.92
N 1.696 0.230 -0.414 1.26 1.94 -0.05
H -3.415 -0.528 -0.866 0.56 0.87 0.45
C 3.046 0.727 -0.215 -1.69 -3.39 0.36
H -3.783 0.917 1.307 -0.77 0.05 0.47
S -1.131 -0.718 -0.625 1.51 1.65 -0.05
C 0.623 0.980 -0.556 -4.02 -0.47 -1.63
H 1.003 -1.830 -0.516 -1.32 -0.31 -0.15
```
Forces are in eV/Å.

Results
E_HOMO: -8.68 eV
E_LUMO: -1.0 eV
Frontier orbital gap: 7.703 eV

7.
Density functional theory data (the ωB97M-V functional and the def2-TZVPD basis) for the ion C6H8N3O with charge +1 at a distorted geometry.

```
18
Properties=species:S:1:pos:R:3:forces:R:3
C -0.606 -0.850 0.487 -1.02 -1.54 1.27
H -2.974 0.040 -1.342 1.08 0.26 0.20
C 0.123 0.865 -0.889 0.37 0.30 -1.22
C 1.236 0.590 -0.079 1.98 1.45 1.23
H -1.073 -1.825 0.302 0.79 -0.17 -0.35
H 0.760 -0.782 2.638 -0.17 -0.73 0.88
O 2.219 1.265 0.275 -1.76 -1.53 -0.39
N -0.111 1.662 -1.925 0.01 0.05 0.64
H 2.290 -1.312 1.937 -0.38 -0.02 1.10
N -0.935 0.042 -0.557 0.77 1.99 -0.59
C 0.932 -0.757 0.605 -3.09 1.10 -2.31
N 1.459 -0.707 1.927 2.24 1.47 -0.59
H 1.831 0.309 1.931 0.26 -1.00 0.30
H -1.977 1.683 -3.117 1.00 0.63 1.06
H -1.066 -0.633 1.436 -0.33 0.90 0.59
H 1.226 -1.480 -0.102 1.56 -1.40 -0.01
C -1.943 0.450 -1.331 -1.21 -0.15 -0.98
C -1.391 1.439 -2.195 -2.09 -1.62 -0.83
```
Forces are in eV/Å.

Results
E_HOMO (alpha / beta): -12.95 / -12.95 eV
E_LUMO (alpha / beta): -4.2 / -4.2 eV
Total charge: +1
Frontier orbital gap (alpha / beta): 8.705 / 8.704 eV

| no. | total energy (Eh) |
| --- | --- |
| 1 | -568.4592 |
| 2 | -568.6746 |
| 3 | -719.0097 |
| 4 | -1342.8816 |
| 5 | -816.1628 |
| 6 | -1139.2021 |
| 7 | -472.6405 |